1.
C19H26N2O5 | ωB97M-V/def2-TZVPD

```
! RIJCOSX wB97M-V def2-TZVPD def2/J DEFGRID3
* xyz 0 1
C 2.82845 -3.75017 -3.13980
C 2.41233 -2.28549 -3.07714
C 1.35113 -2.06106 -2.00232
C 0.78048 -0.64346 -1.97640
C 1.80953 0.41398 -1.57851
C 1.20382 1.80700 -1.38456
C 0.33998 1.91419 -0.12897
C -0.01920 3.36180 0.27938
C -1.54158 3.37256 0.42364
C -2.16124 3.70743 1.79249
C -1.42294 3.17720 3.03289
C -0.77398 1.81337 2.88123
O 0.41539 1.65873 3.05023
N -1.63667 0.80674 2.54708
C -1.29647 -0.45573 2.06414
C -0.02201 -1.00258 2.22969
C 0.27985 -2.22413 1.66846
C -0.68696 -2.91237 0.94452
N -0.35661 -4.16974 0.33916
O -1.22107 -4.73743 -0.29744
O 0.77031 -4.59467 0.49645
C -1.96826 -2.38861 0.79733
C -2.27161 -1.17075 1.36142
C -1.95259 1.96523 0.00428
O -3.07892 1.54367 -0.00253
O -0.90348 1.23423 -0.32999
H 1.97703 -4.37734 -3.39409
H 3.60241 -3.89958 -3.88928
H 3.21196 -4.07687 -2.17593
H 3.29027 -1.67266 -2.86454
H 2.01519 -1.97741 -4.04739
H 1.77876 -2.29911 -1.02556
H 0.52858 -2.75799 -2.18210
H 0.37904 -0.39887 -2.96257
H -0.04763 -0.61941 -1.26777
H 2.57479 0.48232 -2.35323
H 2.30031 0.11002 -0.65098
H 2.01295 2.53389 -1.28907
H 0.60090 2.07379 -2.25494
H 0.84818 1.39500 0.69232
H 0.30072 4.05824 -0.49511
H 0.48632 3.62630 1.20466
H -1.99963 4.05312 -0.30137
H -3.18319 3.31868 1.76487
H -2.23217 4.79162 1.89483
H -0.62141 3.86378 3.31140
H -2.12696 3.13870 3.86730
H -2.60597 1.05892 2.40033
H 0.72609 -0.46269 2.78469
H 1.26187 -2.65734 1.78025
H -2.70253 -2.94124 0.23206
H -3.25357 -0.74381 1.22652
*
```

Values from the calculation:
- energy above the lowest of the compared OMol25 structures with the same formula, charge and spin (eV) = 3.1850
- highest occupied orbital energy (eV) = -9.19
- HOMO-LUMO gap (eV) = 8.827
- E_tot (Ha) = -1225.28438

=====

2.
C19H26N4O4S2 | ωB97M-V/def2-TZVPD

```
! RIJCOSX wB97M-V def2-TZVPD def2/J DEFGRID3
* xyz 0 1
C 0.55620 4.11174 0.26853
C 2.04154 3.76414 0.32861
N 2.30402 2.45701 -0.25339
C 2.19898 2.39407 -1.70601
C 1.52983 1.06485 -2.01970
O 2.12898 0.04345 -2.29608
N 0.17780 1.08929 -1.89111
C -0.57197 -0.06744 -1.89309
S 0.14962 -1.60182 -2.20997
C -1.37151 -2.39594 -1.87647
C -2.35856 -1.52072 -1.56135
C -1.90873 -0.16592 -1.58171
C -2.70707 0.95212 -1.30857
N -3.35337 1.88475 -1.13292
C -3.73579 -1.94625 -1.16810
C -3.97225 -3.40694 -1.54972
C -2.78342 -4.26831 -1.12855
C -1.53695 -3.87581 -1.92541
C 3.50270 1.82258 0.25817
C 3.27291 1.14274 1.60591
O 4.17432 0.80881 2.34438
N 1.96683 0.92335 1.86238
C 1.49850 0.06837 2.92645
C 1.44442 -1.39833 2.44783
C 0.41737 -1.46545 1.33385
S -0.76454 -0.13132 1.75188
O -2.07486 -0.66383 1.98902
O -0.66018 0.94052 0.78915
C 0.07194 0.44254 3.27203
H -0.04114 3.26453 0.59892
H 0.35059 4.95931 0.91662
H 0.24616 4.38337 -0.73819
H 2.34939 3.70982 1.37513
H 2.63713 4.55415 -0.15784
H 1.58125 3.21429 -2.07123
H 3.17811 2.43919 -2.20184
H -0.28290 1.90681 -1.51175
H -4.47774 -1.29775 -1.63976
H -3.83172 -1.81488 -0.08488
H -4.88450 -3.76740 -1.07232
H -4.10429 -3.48482 -2.63112
H -3.00490 -5.32431 -1.29119
H -2.59673 -4.11935 -0.06300
H -0.64877 -4.36982 -1.52500
H -1.64702 -4.20013 -2.96571
H 3.79658 1.01989 -0.42565
H 4.35565 2.51198 0.34663
H 1.30001 1.21567 1.15428
H 2.19488 0.16864 3.76624
H 2.43182 -1.70604 2.10314
H 1.15587 -2.03698 3.28368
H -0.13521 -2.39737 1.29568
H 0.84531 -1.24250 0.36116
H -0.08730 1.51010 3.37460
H -0.31729 -0.09864 4.12738
*
```

Values from the calculation:
- energy above the lowest of the compared OMol25 structures with the same formula, charge and spin (eV) = 0.1240
- highest occupied orbital energy (eV) = -8.16
- HOMO-LUMO gap (eV) = 8.547
- E_tot (Ha) = -2056.00623